The following is a DFT calculation (ωB97M-V/def2-TZVPD) of one molecule with the formula C3H2O4 in a non-equilibrium geometry.

Cartesian coordinates (Å):
O (-0.948020, 0.476352, 1.204296)
O (-2.607291, 0.582342, -0.665850)
O (-0.471292, -0.010036, -0.969569)
O (1.806796, -0.843257, -0.362668)
C (0.732929, -0.043058, -0.019109)
C (0.314492, 0.195357, 1.361831)
C (-1.503934, 0.366317, -0.252834)
H (1.073910, 1.090488, -0.168242)
H (1.602409, -1.814504, -0.127855)

Forces on atoms 1 to 3 (eV/Å):
-1.6 0.5 -0.1
1.8 -0.1 2.0
1.3 -0.9 1.4

Computed properties:
HOMO energy   -10.08 eV
Relative energy (zero: lowest compared OMol25 entry of this formula, charge and spin)   77.4 kcal per mole
LUMO level   -0.46 eV
E   -416.361483 a.u.